# 1
An isolated molecule of C20H18N4O2. Source: OMol25; level of theory: ωB97M-V/def2-TZVPD.

Results
Electronic energy in Ha: -1142.50415
Energy above the lowest of the compared OMol25 structures with the same formula, charge and spin in kcal/mol: 13.3
SMILES: Cn1c(C(=O)NCc2ccccn2)cc2c(=O)n(C)c3ccccc3c21
Highest occupied orbital energy in eV: -7.959
HOMO-LUMO gap in eV: 8.47
2S+1: 1

Each line ends with the natural charge from an NBO analysis.
Geometry (Å):
H 4.1099 -1.6746 -1.3228  0.262
C -3.7037 -1.9331 0.5546  -0.188
C 5.1183 1.3856 -0.1987  -0.260
H -3.0837 -2.8108 0.5552  0.213
C -0.7332 -2.7345 -0.1725  -0.433
O 1.8947 -2.3410 -1.2513  -0.635
N 2.6656 -0.2302 -1.1129  -0.593
H -3.8445 3.7141 -0.3734  0.262
H -6.8825 -1.0409 1.2246  0.216
C 5.9388 1.8822 0.7995  -0.163
C -2.2278 1.9832 -0.4891  0.665
H 2.4590 0.7333 -0.9092  0.399
N 5.5453 -0.8427 0.5201  -0.416
N -0.7481 -1.3098 -0.3792  -0.284
C 6.3306 -0.3649 1.4685  0.047
N -3.5374 1.7078 -0.1157  -0.402
C -5.8455 -0.9492 0.9388  -0.186
H -5.2591 2.7175 -0.7771  0.200
H -6.0065 1.1322 0.6177  0.220
H -0.9280 -2.9732 0.8750  0.200
C -4.0043 0.4499 0.2150  0.185
H 6.7938 -1.1074 2.1051  0.194
C 4.9475 0.0071 -0.3007  0.202
C 1.6775 -1.1548 -1.0571  0.658
H 4.6268 2.0519 -0.8924  0.212
C -1.3760 0.8230 -0.5289  -0.210
C -5.3425 0.2853 0.5918  -0.251
H -1.4776 -3.2163 -0.8082  0.205
C 4.0469 -0.5848 -1.3541  -0.262
C 0.3507 -0.5759 -0.7728  0.022
C -5.0231 -2.0653 0.9244  -0.239
H 0.5692 1.5887 -1.1884  0.230
C -3.1631 -0.6954 0.1888  -0.054
C 6.5617 0.9889 1.6573  -0.261
H 4.3534 -0.2302 -2.3468  0.198
H -4.8197 3.0054 0.9312  0.200
H 7.2100 1.3337 2.4475  0.221
H -5.4116 -3.0333 1.2010  0.216
H 6.0925 2.9467 0.9046  0.219
O -1.8672 3.1182 -0.7539  -0.628
C -0.0194 0.7500 -0.8753  -0.210
H 0.2503 -3.1119 -0.4477  0.276
C -4.4331 2.8460 -0.0764  -0.429
C -1.8052 -0.4705 -0.2159  0.185

=====

# 2
A cluster of 4 separate species, C5H16O5S in total. Source: OMol25; level of theory: ωB97M-V/def2-TZVPD.

Results
Electronic energy in Ha: -974.52003
SMILES: CSCCCC(=O)O.O.O.O
Highest occupied orbital energy in eV: -8.589
HOMO-LUMO gap in eV: 8.86
2S+1: 1

Each line ends with the natural charge from an NBO analysis.
Geometry (Å):
O -0.3961 -2.6897 1.3331  -0.988
C -0.7211 0.8439 -0.0683  -0.420
C 0.4029 0.8059 -1.1130  -0.530
H -1.6698 0.5553 -0.5378  0.216
O -0.2603 2.4021 -2.8190  -0.579
C -0.8403 2.1879 0.6227  -0.519
H 0.8553 -0.1799 -1.2261  0.233
O 2.3895 -2.3535 1.0909  -0.947
H -0.5606 0.0250 0.6337  0.241
H 0.5775 -2.5774 1.2932  0.487
S 0.5145 2.5075 1.8112  0.166
H -0.7561 2.9948 -0.1081  0.237
H 1.2199 1.4768 -0.8383  0.245
C 0.2850 1.1673 3.0097  -0.754
H 0.5237 1.5330 4.0047  0.230
H -1.2701 -3.0367 -2.3553  0.475
H 2.9346 -2.9395 0.5510  0.484
C -0.1368 1.2754 -2.4325  0.803
H 0.9741 0.3434 2.8099  0.211
H -0.7034 0.7196 2.9508  0.230
H -0.9926 0.5642 -4.0159  0.502
H 2.7040 -1.4643 0.9079  0.481
H -0.6634 -2.7431 0.4016  0.484
H -1.7892 2.2864 1.1462  0.221
H -0.9676 -1.5577 -2.1580  0.490
O -0.5554 0.2290 -3.2225  -0.734
O -1.0982 -2.3756 -1.6717  -0.966

=====

# 3
A structure of composition C15H25Cl2CrNO2P in a non-equilibrium geometry. Source: OMol25; level of theory: ωB97M-V/def2-TZVPD.

Results
Electronic energy in Ha: -3097.45191
Energy above the lowest of the compared OMol25 structures with the same formula, charge and spin in kcal/mol: 0.0
Total charge: +2
Highest occupied orbital energy (alpha / beta) in eV: -14.750 / -14.847
HOMO-LUMO gap (alpha / beta) in eV: 6.86 / 6.63
2S+1: 4

Each line ends with the natural charge from an NBO analysis.
Geometry (Å):
C 2.5537 2.1980 2.6131  -0.192
H 2.2635 1.8237 -2.5051  0.262
P -0.0055 1.1282 -2.1317  1.018
N -0.9356 -0.8664 2.9331  -0.420
H 0.3523 -4.5067 -3.6247  0.309
C -2.2924 -1.2794 3.3738  -0.418
H -1.1765 0.0793 -3.9669  0.250
C 2.4059 0.8254 0.6172  -0.282
H 0.7653 2.2212 3.8455  0.229
H -1.5345 2.8943 -2.7721  0.271
C -1.6420 -0.6292 -0.4000  0.587
H 2.8752 0.3420 -0.2476  0.220
H 0.0034 -0.6504 4.8372  0.234
H -2.3963 1.5657 -1.9106  0.247
H 0.5673 -0.1669 -4.1000  0.252
H 1.1072 -1.0872 3.4727  0.250
O -2.7849 -0.5109 -0.1506  -0.368
H -0.6706 -1.4180 2.0703  0.453
H 1.4899 2.7924 -1.2367  0.274
H -2.5361 -0.7713 4.3118  0.239
Cl 0.9092 -2.0794 -2.2534  -0.271
H -1.6806 0.7762 1.7981  0.215
H -1.0521 -4.4337 -4.7617  0.316
C 1.3356 2.3256 -2.2152  -0.946
H -3.0222 -1.0217 2.6004  0.224
H 4.1852 1.9367 1.2088  0.248
C -0.2004 0.5604 -3.8383  -0.954
C 0.4809 1.0147 2.0792  -0.139
Cr 0.2145 -0.6822 -0.6385  0.639
C 1.2339 1.8486 2.9200  -0.169
C 0.1231 -1.2397 3.9228  -0.423
C -0.8932 0.6059 2.5462  -0.232
H -0.1123 1.4327 -4.5036  0.270
H 0.3630 -3.3266 -4.9913  0.314
H 3.1148 2.8606 3.2875  0.251
C 3.1510 1.6695 1.4563  -0.169
C -0.8234 -2.8456 -3.3581  0.840
H -1.1820 1.1610 3.4533  0.241
H 1.1032 3.1032 -2.9544  0.271
O -1.8290 -2.3014 -3.0608  -0.388
H -2.2896 -2.3652 3.5217  0.242
C -0.2700 -3.8454 -4.2449  -0.785
C -1.4807 2.1791 -1.9322  -0.941
Cl 0.5749 -2.3191 0.8907  -0.386
C 1.0465 0.5677 0.8825  -0.182
H -0.0093 -2.3042 4.1402  0.240
H -1.4005 2.7384 -0.9841  0.261

=====

# 4
A cluster of 3 separate species, C8H16O in total in a non-equilibrium geometry. Source: OMol25; level of theory: ωB97M-V/def2-TZVPD.

Results
Electronic energy in Ha: -389.52085
Energy above the lowest of the compared OMol25 structures with the same formula, charge and spin in kcal/mol: 82.8
Highest occupied orbital energy in eV: -7.009
HOMO-LUMO gap in eV: 7.90
2S+1: 1

Each line ends with the natural charge from an NBO analysis.
Geometry (Å):
H 1.2213 1.2542 -1.8771  0.226
C 0.6069 -0.2312 -0.4657  -0.184
C -0.3778 0.1373 1.9361  -0.177
C 0.6293 1.1836 -0.9597  -0.653
C 1.0051 0.3438 2.5006  -0.651
H 1.6255 -0.5510 2.4023  0.217
H -0.1615 -2.0573 -4.1049  0.232
H -0.3241 -0.3469 -3.6406  0.231
H -2.2325 1.1805 1.5177  0.210
C -0.4041 -1.3754 -3.2820  -0.750
H 1.5250 1.1771 2.0170  0.200
C 0.5458 -1.5769 -2.1119  0.573
H -0.4700 -1.8541 0.3878  0.219
H 0.9665 0.5891 3.5732  0.220
C -1.2473 1.3692 1.9539  -0.642
H -1.4259 1.7189 2.9829  0.207
C -0.5383 -0.8090 0.1016  -0.381
H -1.5055 -0.4708 -0.2617  0.203
H -0.7837 2.2041 1.4196  0.200
H -0.8756 -0.6941 2.4389  0.191
O 1.3690 -2.4604 -2.1082  -0.565
H -1.4303 -1.5526 -2.9519  0.233
H -0.3747 1.5570 -1.1695  0.209
H 1.5599 -0.5804 -0.0731  0.214
H 1.0968 1.8453 -0.2255  0.218